1.
ORCA calculation (ωB97M-V/def2-TZVPD) on the molecule C5H8N2O at a distorted geometry.

XYZ file:
```
16
Properties=species:S:1:pos:R:3:forces:R:3:lowdin_charge:R:1
C -0.50735 -0.99469 0.92895 1.7202 1.0456 -0.0002 -0.0340
C -2.03523 0.62578 -0.40843 -0.6645 0.5307 0.0823 -0.0082
C -0.69175 0.25687 0.12533 -2.2475 -1.3015 -0.4099 -0.3789
N 2.38320 -0.66498 0.02584 0.3034 0.1069 -0.4983 0.0718
C 1.21757 -0.18455 -0.71309 1.1032 0.7749 2.0204 -0.2753
N -0.01419 -0.93660 -0.44420 -1.0363 -1.6073 -1.3872 0.0222
C 0.49824 1.06273 -0.12138 0.7132 1.6336 1.4789 -0.2934
O 0.69700 2.22049 0.17010 0.4009 -0.9293 -0.9065 0.1196
H 2.20019 -0.86788 1.00322 -0.3144 0.1061 -0.2216 0.0630
H 3.14931 0.00730 0.02069 -0.2443 -0.1466 -0.2403 0.0827
H 0.20279 -1.00039 1.74572 0.0466 0.0406 0.1280 0.1011
H -1.35874 -1.64630 1.08966 0.0206 0.1195 -0.2972 0.1155
H 1.42179 -0.07112 -1.78378 -0.0535 -0.3751 0.2130 0.1523
H -2.81418 -0.06257 -0.06401 0.1854 0.0847 -0.0853 0.0824
H -2.30917 1.63063 -0.07088 -0.0141 -0.0989 -0.0310 0.0880
H -2.03949 0.62530 -1.50376 0.0813 0.0161 0.1549 0.0912
```
Positions in Å, forces in eV/Å.

Values from the calculation:
Molecular weight in g/mol: 112.1
HOMO level in eV: -8.956
Structure (SMILES): C[C@@]12CN1[C@H](N)C2=O
Energy above the lowest of the compared OMol25 structures with the same formula, charge and spin in kJ/mol: 273.4
Gap between HOMO and LUMO in Eh: 0.358

***

2.
ORCA calculation (ωB97M-V/def2-TZVPD) on a structure of composition C5H8N2O at a distorted geometry.

XYZ file:
```
16
Properties=species:S:1:pos:R:3:forces:R:3:lowdin_charge:R:1
C 2.37847 -0.46091 0.01333 1.2874 -0.1047 -0.9692 -0.1103
C -0.17573 -0.73313 -0.36563 1.6204 2.9144 -4.7085 -0.0130
C -1.29229 0.29676 -0.18996 2.5219 0.3229 -0.7329 -0.4121
C -2.55100 -0.16916 0.49482 2.0336 0.7748 -0.0959 -0.0206
C -0.22321 1.50170 -0.10424 -2.6329 7.5514 3.2412 -0.0777
H 3.39140 -0.06147 -0.61790 -2.7366 -1.6089 1.6616 0.1159
H 2.16904 -1.71364 -0.05852 1.1455 3.8224 0.5303 0.1307
H 2.49389 0.07684 1.06920 -0.1598 -2.0226 -1.7855 0.0890
H -0.15367 -1.49778 -1.16815 -0.4899 0.6019 0.5726 0.1389
H -0.06235 -1.07832 0.55130 1.0877 -2.1810 4.1597 0.0465
H -2.39309 -1.29159 0.88010 -1.2319 2.4904 -1.2482 0.1604
H -3.11301 0.62365 1.04930 0.3380 -1.3258 -0.3003 0.1210
H -0.23878 2.71140 0.14575 -1.9997 -2.9907 -0.4305 0.1448
N 1.18377 0.21370 -0.62473 2.4118 -8.7201 -0.4999 -0.2606
N 1.04627 1.36784 -0.11683 -3.1750 1.3089 -0.6289 -0.0280
O -2.45970 0.21412 -0.95786 -0.0205 -0.8333 1.2344 -0.0248
```
Positions in Å, forces in eV/Å.

Values from the calculation:
Molecular weight in g/mol: 112.1
HOMO level in eV: -8.286
Energy above the lowest of the compared OMol25 structures with the same formula, charge and spin in kJ/mol: 726.1
Gap between HOMO and LUMO in Eh: 0.334

***

3.
ORCA calculation (ωB97M-V/def2-TZVPD) on the molecule C5H8N2O at a distorted geometry.

XYZ file:
```
16
Properties=species:S:1:pos:R:3:forces:R:3:lowdin_charge:R:1
C 1.23680 -0.31707 -0.32558 -1.9879 -1.2837 -2.3414 -0.0591
C 0.68572 0.93397 0.13723 -1.3673 0.0741 2.7979 -0.3392
N -1.31847 -1.92806 -0.29560 0.9062 -0.8615 0.5557 0.0531
C -0.85152 0.78612 0.12034 0.0348 3.9139 1.4018 -0.2039
C 2.23845 -0.70128 -1.08585 0.0654 -0.7410 0.5230 0.0998
C -1.54996 1.11997 1.25420 0.7253 -0.5992 -1.2565 -0.0195
O -0.32725 -0.95736 -0.60600 2.0797 0.9217 -0.8837 -0.2862
N 1.33844 1.81820 0.79994 -0.3873 -1.0721 -0.5833 0.1675
H -0.83010 -2.74106 0.07265 -0.1252 -0.1252 0.1331 0.0788
H -1.65659 -2.20921 -1.21581 0.2105 -0.0330 -0.0037 0.0833
H 0.65491 2.41608 1.28400 0.1308 0.1713 -0.6385 0.0603
H -1.30982 1.03368 -0.83500 -0.0059 -0.1872 0.1299 0.1134
H 3.10244 -0.05308 -1.22313 -0.1984 -0.0459 0.2515 0.0900
H 2.26756 -1.69811 -1.51586 -0.0364 0.2220 -0.0611 0.0795
H -2.54426 1.54304 1.19307 -0.1640 -0.5315 -0.0307 0.0367
H -1.13635 0.95416 2.24141 0.1198 0.1774 0.0062 0.0456
```
Positions in Å, forces in eV/Å.

Values from the calculation:
Molecular weight in g/mol: 112.1
HOMO level in eV: -8.013
Structure (SMILES): [H]/N=C(\C=C)C(=C)ON
Energy above the lowest of the compared OMol25 structures with the same formula, charge and spin in kJ/mol: 732.9
Gap between HOMO and LUMO in Eh: 0.286

***

4.
ORCA calculation (ωB97M-V/def2-TZVPD) on the molecule C5H8N2O at a distorted geometry.

XYZ file:
```
16
Properties=species:S:1:pos:R:3:forces:R:3:lowdin_charge:R:1
C 2.03002 -0.84978 -0.21349 -1.4211 -0.0290 -0.4636 -0.2988
C 0.50085 0.79608 0.77002 1.4920 0.6735 0.0511 -0.1672
C -0.27889 1.19238 -0.46708 -0.8743 1.3249 -0.3071 -0.1303
C -1.22572 0.00925 -0.65243 0.8847 -0.3639 -2.0866 -0.2081
C -1.62596 -0.88598 0.42899 -0.2601 0.4536 1.6185 -0.1242
H 1.90443 -1.73281 -0.86900 0.2602 -0.0226 0.3000 0.1335
H -0.04976 0.82745 1.72508 0.0458 0.1945 -0.5461 0.1178
H 1.45670 1.37080 0.89455 -0.8806 -0.6067 -0.1094 0.1364
H -0.77090 2.15847 -0.34056 -0.2424 -0.0687 0.0595 0.1057
H 0.39748 1.34276 -1.37425 -0.7853 -0.6283 1.1726 0.1438
H -1.74262 -0.14090 -1.62440 0.6654 0.2766 0.6541 0.1383
H -2.32755 -1.66732 0.19178 -0.2972 0.0089 -0.0555 0.1073
H -1.74585 -0.49874 1.44785 0.4216 -0.2983 -0.2701 0.1168
N 0.80281 -0.57085 0.41689 0.5429 -0.7156 0.3265 -0.0975
N -0.35937 -1.16570 -0.20209 0.7896 -0.0274 -0.6924 -0.0077
O 3.03432 -0.18512 -0.13185 -0.3411 -0.1716 0.3483 0.0344
```
Positions in Å, forces in eV/Å.

Values from the calculation:
Molecular weight in g/mol: 112.1
HOMO level in eV: -9.379
Structure (SMILES): O=CN1CC[C@@H]2CN21
Energy above the lowest of the compared OMol25 structures with the same formula, charge and spin in kJ/mol: 247.9
Gap between HOMO and LUMO in Eh: 0.380

***

5.
ORCA calculation (ωB97M-V/def2-TZVPD) on the molecule C5H8N2O at a distorted geometry.

XYZ file:
```
16
Properties=species:S:1:pos:R:3:forces:R:3:lowdin_charge:R:1
C -2.80426 -0.05279 -0.13722 3.4530 -1.8177 -0.5626 -0.0112
C -1.34384 0.32358 0.56042 -5.5066 2.1197 1.3993 -0.3145
C -0.13167 0.82463 -0.07741 -3.5697 -5.0262 -4.9115 -0.2278
C 1.14962 1.27527 0.27238 -0.2664 -0.9943 2.4271 -0.1483
C 1.55822 -0.94957 -0.50330 -3.9832 -0.1739 -0.3247 -0.1263
H -2.70091 -0.75720 -1.09367 -0.2770 2.0748 1.9498 0.1207
H -3.41164 -0.56367 0.56728 0.3817 -1.8221 1.1761 0.0348
H -3.50725 0.71230 -0.10331 -0.5105 2.4825 -1.5106 0.0244
H -1.46862 0.94720 1.54197 -0.4808 -1.6622 -1.2303 0.1605
H -0.26664 0.19332 -1.16306 0.8431 3.2552 1.7873 0.1965
H 0.98643 1.29623 1.46073 1.9873 -0.2726 -2.2550 0.1914
H 1.26324 2.20507 -0.10005 1.4588 3.1631 -1.0282 0.0820
H 2.03826 -1.46792 -1.28427 0.8487 -0.9991 -0.3118 0.0973
N 0.31794 -1.49315 -0.14387 4.1477 2.3773 -0.3703 0.0731
N -0.30089 -0.52334 0.66886 3.1517 -0.8766 0.7898 -0.1091
O 2.04741 0.37793 -0.52372 -1.6779 -1.8279 2.9755 -0.0434
```
Positions in Å, forces in eV/Å.

Values from the calculation:
Molecular weight in g/mol: 112.1
HOMO level in eV: -8.447
Structure (SMILES): C[C@@H]1[C@H]2COC=NN12
Energy above the lowest of the compared OMol25 structures with the same formula, charge and spin in kJ/mol: 772.5
Gap between HOMO and LUMO in Eh: 0.342

***

6.
ORCA calculation (ωB97M-V/def2-TZVPD) on the molecule C5H8N2O at a distorted geometry.

XYZ file:
```
16
Properties=species:S:1:pos:R:3:forces:R:3:lowdin_charge:R:1
C 0.86496 -1.01263 0.61487 2.5836 0.6843 0.0761 -0.0099
C 0.40165 1.64012 -0.90977 0.1198 0.9210 -0.6485 -0.0696
N -0.67988 0.72901 -0.55906 2.4985 0.2885 0.6417 -0.0109
C 0.47269 0.10241 1.59626 1.0855 1.2096 0.7986 -0.3589
C -0.30586 -0.61450 -0.21539 -3.6567 -1.2036 -0.3931 -0.4547
N -1.22221 -1.60507 -0.74065 0.4357 -0.0960 -0.3096 0.0936
C -0.74424 0.39221 0.85360 -2.8565 -0.8622 -0.2792 -0.1223
O 0.88023 0.63168 2.60406 0.1363 -1.1403 -0.5858 0.1142
H -1.91996 -1.11411 -1.30337 0.1810 -0.1128 0.3201 0.0832
H -0.74498 -2.22187 -1.39668 0.0209 0.0203 0.2264 0.0750
H -1.70703 0.24640 1.32266 -0.2558 0.6927 0.0300 0.1516
H 1.84495 -0.87609 0.15010 0.2240 -0.2513 0.0989 0.1106
H 0.81958 -2.01105 1.06180 -0.3559 0.2037 -0.2097 0.1365
H 1.40866 1.29259 -0.65735 -0.1187 -0.0877 0.1576 0.0837
H 0.38480 1.80824 -1.99168 -0.0159 -0.0651 0.1124 0.0827
H 0.24663 2.61266 -0.42939 -0.0257 -0.2011 -0.0358 0.0952
```
Positions in Å, forces in eV/Å.

Values from the calculation:
Molecular weight in g/mol: 112.1
HOMO level in eV: -8.982
Structure (SMILES): CN1[C@@H]2C(=O)C[C@@]21N
Energy above the lowest of the compared OMol25 structures with the same formula, charge and spin in kJ/mol: 315.7
Gap between HOMO and LUMO in Eh: 0.362

***

7.
ORCA calculation (ωB97M-V/def2-TZVPD) on a cluster of 2 separate species, C5H8N2O2 in total.

XYZ file:
```
17
Properties=species:S:1:pos:R:3:forces:R:3:lowdin_charge:R:1
C -1.84855 0.72430 2.09246 -0.1088 -0.0896 -0.0165 -0.0195
C -0.44969 0.15295 2.07997 -0.3146 0.4319 -0.0540 -0.6239
N 0.44266 0.91552 1.40410 0.4668 0.3198 0.0049 0.1394
O -0.13801 -0.89183 2.60244 0.0689 -0.5017 0.1809 0.0430
H 1.39628 0.60492 1.30501 -0.1157 0.0065 0.0207 0.0953
H 0.18124 1.78947 0.98423 -0.0185 -0.0563 0.0379 0.1039
H -2.25888 0.68837 1.07788 0.0344 0.0304 0.1902 0.0495
H -1.83606 1.76185 2.42778 -0.0220 0.0145 -0.0118 0.0782
H -2.47418 0.13526 2.75580 0.0059 -0.0160 0.0091 0.0807
C 1.30735 -1.17691 -2.79506 0.4418 -0.0456 -0.0480 -0.0045
C 1.17859 -0.38896 -1.52477 0.7922 -0.2701 -0.5408 -0.4352
C -0.22457 -0.18716 -1.18358 -0.4090 0.2705 0.4213 -0.1314
O 2.09162 0.04548 -0.87354 -0.2735 -0.0626 -0.1042 0.1185
N -1.35124 -0.04884 -1.03650 -0.3903 -0.0282 -0.1654 0.2144
H 2.35765 -1.28761 -3.05793 -0.0357 0.0165 0.0259 0.0927
H 0.85646 -2.15928 -2.65645 -0.0732 -0.0350 0.0104 0.1003
H 0.76932 -0.67753 -3.60185 -0.0487 0.0149 0.0393 0.0987
```
Positions in Å, forces in eV/Å.

Values from the calculation:
Molecular weight in g/mol: 128.1
HOMO level in eV: -9.570
Structure (SMILES): CC(=O)C#N.CC(N)=O
Energy above the lowest of the compared OMol25 structures with the same formula, charge and spin in kJ/mol: 131.1
Gap between HOMO and LUMO in Eh: 0.331

***

8.
ORCA calculation (ωB97M-V/def2-TZVPD) on the molecule C5H8N2O2 at a distorted geometry.

XYZ file:
```
17
Properties=species:S:1:pos:R:3:forces:R:3:lowdin_charge:R:1
C -0.31245 -0.97275 0.55140 1.0538 -1.8423 -0.8434 -0.1307
C -1.57671 -1.27239 0.36269 -2.3625 -3.2190 3.0214 -0.1519
C -0.63203 1.28579 -0.22468 2.8407 -5.9248 0.3393 0.0194
C 0.28067 0.09307 -0.09113 -0.1445 7.1315 -2.0554 -0.1332
C 1.81066 0.31569 -0.25987 -2.1657 2.6416 2.5621 -0.4698
N -2.41602 -0.37302 -0.32098 0.2623 -0.5695 0.9223 -0.0299
N -1.90436 0.89074 -0.08284 -0.8873 1.1677 -0.1893 -0.0568
O 2.29598 0.26829 1.08974 -0.8979 -2.0762 0.3189 -0.0071
O 2.48037 -0.46351 -1.12752 -0.5167 -2.6411 -0.3860 0.0374
H 0.38679 -1.64386 0.97928 0.1936 -0.7863 0.9543 0.1118
H -2.08112 -2.19409 0.92808 1.0412 2.1381 -1.3926 0.1421
H -0.37397 2.31943 -0.16943 0.1134 0.4646 -0.3436 0.1134
H 2.04877 1.38372 -0.42458 -0.6836 -0.4127 -1.3718 0.1473
H -2.42585 -0.62603 -1.27313 0.1002 0.1601 -1.8980 0.1000
H -2.65625 1.50514 -0.00544 -0.8428 1.4744 0.4380 0.1180
H 3.01435 0.85079 1.07467 1.8874 1.0408 0.4716 0.0511
H 2.06119 -1.36700 -1.00626 1.0084 1.2530 -0.5477 0.1389
```
Positions in Å, forces in eV/Å.

Values from the calculation:
Molecular weight in g/mol: 128.1
HOMO level in eV: -7.144
Structure (SMILES): OC(O)C1=CNNC=C1
Energy above the lowest of the compared OMol25 structures with the same formula, charge and spin in kJ/mol: 481.2
Gap between HOMO and LUMO in Eh: 0.293

***

9.
ORCA calculation (ωB97M-V/def2-TZVPD) on a cluster of 2 separate species, C5H8N2O2 in total.

XYZ file:
```
17
Properties=species:S:1:pos:R:3:forces:R:3:lowdin_charge:R:1
C 0.30316 -1.12204 1.22980 0.4228 0.3518 0.4357 -0.5911
N 1.28387 -0.34879 1.74797 0.3061 -0.1717 0.1409 0.1778
C -1.02734 -0.64443 1.54372 -0.6070 -0.0530 -0.0579 -0.0344
C -2.15850 -0.31128 1.74873 0.3632 -0.0007 -0.0063 0.1573
O 0.50351 -2.13999 0.60493 0.0255 -0.4381 -0.1726 0.0441
H 1.08021 0.52322 2.19698 -0.0906 0.0662 -0.0020 0.1068
H 2.24099 -0.56757 1.52276 -0.1075 -0.0038 -0.0369 0.1191
H -3.14780 0.01028 1.92741 -0.3185 0.0717 0.0601 0.0338
N 1.03115 -0.95294 -1.95115 -0.2362 -0.0209 -0.2795 0.0594
C -0.30184 0.89570 -1.53543 -0.1928 -0.3371 -0.3335 -0.2421
C -0.77033 1.91971 -0.84504 0.1787 0.2044 0.0866 -0.0007
O 0.78781 0.19125 -1.12295 0.2657 -0.1984 -0.0986 -0.1882
H 2.03438 -0.94429 -2.12903 -0.2012 0.1189 0.1887 0.0877
H 0.82262 -1.76496 -1.35919 0.1536 0.3904 0.0118 0.0615
H -0.75944 0.51755 -2.44655 0.1253 0.0529 0.0997 0.1125
H -0.29841 2.26932 0.05859 0.1156 -0.0430 0.1441 0.0516
H -1.62403 2.46926 -1.19156 -0.2027 0.0104 -0.1803 0.0452
```
Positions in Å, forces in eV/Å.

Values from the calculation:
Molecular weight in g/mol: 128.1
HOMO level in eV: -8.807
Structure (SMILES): C#CC(N)=O.C=CON
Energy above the lowest of the compared OMol25 structures with the same formula, charge and spin in kJ/mol: 486.7
Gap between HOMO and LUMO in Eh: 0.356

***

10.
ORCA calculation (ωB97M-V/def2-TZVPD) on the molecule C5H8N2O2 at a distorted geometry.

XYZ file:
```
17
Properties=species:S:1:pos:R:3:forces:R:3:lowdin_charge:R:1
C -2.04872 0.87991 -0.03173 0.0298 0.3028 0.0013 -0.0805
N 0.81958 0.64040 0.13998 1.8388 0.1403 -0.5774 0.1752
C 0.21088 -0.55512 -0.09090 -2.1491 -0.5967 0.9909 -0.3963
C 2.22872 0.90022 0.05426 0.8104 0.8727 -0.0159 -0.5480
C -1.35396 -0.44344 0.01739 0.5170 -1.4211 -0.5203 -0.2502
N 3.06457 -0.15450 0.00348 -0.4304 -0.8564 0.0285 0.1853
C -2.03475 -1.59778 0.08058 0.4399 0.3109 -0.3001 0.0809
O 0.76846 -1.63488 -0.22108 -0.0946 0.8927 -0.0932 0.0555
O 2.63313 2.05588 0.04671 -0.7966 -0.6074 0.1130 0.0439
H 0.32345 1.51273 0.06747 -0.3304 -0.0746 0.1158 0.1291
H 4.06322 -0.00513 0.01122 -0.3800 0.2638 -0.0665 0.1207
H 2.68953 -1.09506 -0.07989 0.0342 0.2864 0.0808 0.0865
H -3.13933 0.77123 -0.04577 0.2951 -0.1386 0.0170 0.0837
H -1.76829 1.43496 -0.93261 0.0048 0.0854 0.1081 0.0866
H -1.79942 1.48100 0.84882 -0.0022 0.0829 -0.1174 0.0851
H -1.53769 -2.56440 0.10840 0.1060 0.2744 -0.0347 0.0723
H -3.11937 -1.62601 0.02366 0.1075 0.1826 0.2702 0.0702
```
Positions in Å, forces in eV/Å.

Values from the calculation:
Molecular weight in g/mol: 128.1
HOMO level in eV: -10.180
Structure (SMILES): C=C(C)C(=O)NC(N)=O
Energy above the lowest of the compared OMol25 structures with the same formula, charge and spin in kJ/mol: 20.8
Gap between HOMO and LUMO in Eh: 0.393